Entry 1:
Molecular formula: C34H46BF2N7OPPt
Method: DFT, ωB97M-V with the def2-TZVPD basis set

The geometry in XYZ format:
```
93
C34H46BF2N7OPPt, DFT ωB97M-V with the def2-TZVPD basis set
Pt 0.4275 -1.2249 -1.8701
P 0.3180 0.7350 1.6147
F 3.3517 -0.8958 -1.5782
F 2.6768 -2.8582 -0.7890
O 0.1380 -0.1234 0.3787
N 0.4782 -1.9738 -3.9877
N 1.0960 0.3814 -2.8635
N -1.1870 -4.7731 -0.4055
N -1.7352 -0.7351 -2.1404
N -4.4548 -0.6462 -2.2482
N -0.3888 -2.8880 -1.0452
N -2.2574 -4.0747 -0.7980
C 1.6531 2.6960 -2.9305
C 3.0479 -0.0783 1.4987
C 4.0824 0.1377 3.8136
C -1.8684 -0.0199 3.1935
C 0.2320 -3.2022 -4.4261
C 3.6027 -0.8063 2.7206
C 3.0015 1.1445 4.1946
C -2.1986 3.8957 2.4571
C 0.1841 -1.5134 3.2883
C -1.6656 2.2503 0.3967
C -2.3369 4.5962 1.1121
C -0.3374 -0.0657 3.1623
C 1.3270 1.5445 -2.2452
C -3.8772 -1.7158 -1.7781
C -1.8975 -2.3505 2.1757
C 1.7523 2.6352 -4.3165
C 2.1528 1.1362 1.7699
C -1.7654 -2.9257 -1.1918
C -3.7477 0.3903 -2.6858
C -0.8127 3.2369 2.5811
C -2.5285 -0.9458 2.1772
C -0.0691 -4.0750 -0.5519
C 0.4591 -3.5630 -5.7416
C -2.3649 0.3323 -2.6201
C 2.5460 1.9603 2.9918
C -0.4559 2.4072 1.3302
C -0.9481 -2.5393 3.3531
C -2.1209 3.6331 -0.0688
C 0.9776 -1.0202 -4.8003
C -2.4759 -1.7929 -1.7124
C 1.2091 0.2949 -4.2019
C 1.5229 1.4231 -4.9486
C 1.2577 -1.3315 -6.1259
C 0.9884 -2.6070 -6.6001
B 2.3519 -1.7179 -1.3580
H 1.8300 3.6195 -2.4000
H -0.5193 -3.5421 3.3371
H -2.3217 4.6162 3.2647
H -1.6295 5.4272 1.0579
H 4.4279 -1.4423 2.3930
H -1.3007 -5.7238 -0.0737
H 1.6927 -0.5936 -6.7821
H 2.5150 -0.7859 0.8516
H 4.3844 -0.4380 4.6879
H -2.9842 3.1453 2.5748
H -2.1602 -0.3444 4.1966
H -2.2465 0.9965 3.0824
H 1.9959 3.5168 -4.8918
H -0.8043 2.6348 3.4909
H 2.8539 -1.4812 3.1402
H 1.5822 1.3589 -6.0234
H 3.3756 1.8230 4.9611
H -0.1644 -3.9145 -3.7137
H -2.4479 -0.5120 1.1745
H -1.7711 1.1659 -2.9744
H -1.3890 1.6361 -0.4633
H -1.3155 -2.4832 1.2594
H 0.9206 -4.4150 -0.2994
H 1.1887 -2.8544 -7.6336
H -2.6754 -3.1152 2.1837
H -1.3876 4.0521 -0.7639
H 1.2428 1.5309 -1.1650
H 0.0426 0.5530 3.9794
H 3.8993 0.2820 0.9114
H -2.4825 1.7464 0.9147
H -3.0498 3.5165 -0.6333
H 0.8089 -1.6103 4.1767
H 0.7938 -1.7620 2.4137
H 0.3073 2.9486 0.7555
H 0.2303 -4.5636 -6.0778
H 2.2195 1.7864 0.8847
H -3.5924 -1.0089 2.4106
H 1.7361 2.6376 3.2757
H -3.3241 5.0591 1.0543
H -1.5018 -2.4394 4.2879
H 2.1590 0.5997 4.6341
H -4.4701 -2.5515 -1.4245
H -4.2772 1.2379 -3.0950
H 4.9672 0.6846 3.4733
H 3.3822 2.6028 2.6962
H -0.0814 4.0361 2.7107
```

Computed properties:
Energy relative to the best compared isomer or geometry (same formula, charge and spin): 227.9 kJ/mol
Spin multiplicity: 1
Net charge: +3
Orbital gap: 5.09 eV



Entry 2:
Molecular formula: C34H46ClF5MoOP4
Method: DFT, ωB97M-V with the def2-TZVPD basis set

The geometry in XYZ format:
```
92
C34H46ClF5MoOP4, DFT ωB97M-V with the def2-TZVPD basis set
Mo -1.0262 0.1983 1.6640
Cl -0.8921 -1.4452 3.4208
P 1.8025 -1.9397 -0.9370
P -1.4419 3.5701 -1.8807
P 0.5519 1.6453 3.1248
P -3.1266 -1.0142 0.9798
F -4.1975 1.8841 2.3512
F -4.5038 0.3904 4.4434
F -4.0024 2.3900 5.2568
F -2.5183 0.7726 5.3102
F -2.5295 3.0323 3.2269
O 1.2082 1.8711 -1.3448
C 1.7462 -4.5988 -1.6497
C 2.0748 -4.1274 0.7399
C -4.1298 -0.1841 -0.2867
C 1.0401 -1.6062 -2.5182
C -0.2330 -2.1366 -2.7819
C -1.1046 2.2177 -0.7521
C 4.5232 -1.9275 -1.3403
C -3.5190 1.3199 4.5493
C -2.8911 4.4310 -1.3055
C 5.9946 -0.1086 -0.7156
C -0.0522 1.1983 -1.1546
C -1.6746 2.0301 0.4875
C -0.2745 -0.9143 -4.8626
C 2.2396 -6.3951 -0.1024
C 3.4352 -1.1989 -0.8216
C 0.6083 3.4250 2.7589
C -3.1053 1.7812 3.1680
C 2.2730 1.1056 2.8749
C -0.9063 -1.7584 -3.9427
C 2.2873 -5.4851 0.9629
C 3.6279 0.0699 -0.2452
C -4.3385 -1.5968 2.1926
C 0.3971 -0.8599 0.5416
C -0.0015 4.6270 -1.8990
C -2.5810 -2.5622 0.1910
C 1.0157 -0.4284 -4.6269
C 0.0201 0.2808 0.0089
C 4.9158 0.5977 -0.1679
C 1.8351 -3.6867 -0.5795
C 0.3807 1.5735 4.9302
C 5.7963 -1.3614 -1.3089
C 1.6767 -0.7610 -3.4458
C -1.7098 2.8056 -3.4807
C 1.9581 -5.9519 -1.3991
H -0.6086 1.9418 5.2205
H 2.7755 0.6207 0.1471
H 2.4952 -5.8376 1.9735
H -3.0462 5.2838 -1.9804
H -2.6079 2.1728 -3.4401
H -1.8573 3.6080 -4.2154
H 2.7038 -0.4209 -3.2600
H -3.7689 3.7718 -1.3402
H 0.5330 -1.5160 1.4522
H -0.3410 0.5907 -2.0332
H 2.1055 -3.4099 1.5557
H 1.3873 3.8964 3.3738
H 0.4760 0.5298 5.2503
H -0.6769 -2.8648 -2.0953
H -0.1477 5.3919 -2.6731
H 4.3521 -2.9104 -1.7734
H -5.0263 -0.7869 2.4606
H -3.8124 -1.9394 3.0909
H 2.8594 1.3548 3.7689
H 5.0620 1.5689 0.3089
H -0.8448 2.1905 -3.7664
H -1.9071 -2.1471 -4.1264
H -3.4530 -3.2187 0.0766
H -2.1428 -2.3384 -0.7879
H 6.9978 0.3191 -0.6852
H 2.4125 -7.4553 0.0762
H 0.8868 4.0171 -2.1077
H -4.9726 -0.8297 -0.5669
H -2.7397 4.7957 -0.2810
H 1.5417 -4.2405 -2.6541
H -0.3685 3.8708 2.9809
H 0.8286 3.5630 1.6931
H -2.4146 2.7901 0.8238
H -1.8256 -3.0432 0.8237
H 2.6945 1.6172 2.0020
H 6.6282 -1.9078 -1.7529
H 0.1139 5.1039 -0.9164
H -3.5044 0.0242 -1.1636
H 2.2955 0.0228 2.7057
H 1.1646 2.1909 5.3880
H -4.8969 -2.4301 1.7461
H -0.7909 -0.6393 -5.7903
H 1.8616 1.2215 -1.6791
H 1.5245 0.2010 -5.3559
H -4.4992 0.7664 0.1200
H 1.9044 -6.6581 -2.2282
```

Computed properties:
Spin multiplicity: 3
Net charge: +2
<S²>: 2.192
Orbital gap (alpha / beta): 5.33 / 6.69 eV



Entry 3:
Molecular formula: C34H46F21O19S
Method: DFT, ωB97M-V with the def2-TZVPD basis set

The geometry in XYZ format:
```
121
C34H46F21O19S, DFT ωB97M-V with the def2-TZVPD basis set
S 0.1801 -4.2562 -1.5924
F 9.0857 -2.6404 -6.7045
F -4.5058 3.6039 -0.3338
F -5.0650 -0.2809 8.8375
F 8.0644 -1.4359 -5.2335
F 9.1039 -0.4845 -6.8658
F 1.4498 -1.2542 -9.4392
F 1.9660 1.4462 0.9890
F -3.9615 -7.2489 5.4202
F -2.6828 3.7545 -1.4798
F -0.3471 4.9758 11.0884
F -4.2180 -0.3641 6.8494
F 0.5679 5.4518 9.1921
F 2.6593 0.4631 -9.9389
F 1.2954 3.4182 0.4218
F 1.6976 2.9699 2.4954
F -6.1812 0.4753 7.1541
F 2.3264 -0.0689 -7.8704
F -5.2940 -6.5063 3.8882
F -4.6167 -8.5584 3.8373
F -1.5785 5.5649 9.4190
F -4.1967 5.2823 -1.6490
O -1.3333 -4.1675 -1.5801
O 0.6265 -4.5162 -3.1557
O -2.6808 6.4208 0.3696
O 3.6688 4.5455 1.0245
O 0.3011 0.2928 -3.6752
O -1.7303 0.4112 -2.6171
O -3.2156 -7.2125 1.9654
O -5.0434 -2.8567 7.4624
O 0.5818 -5.4182 -0.7095
O 4.5372 2.4639 0.9998
O -2.5641 4.3972 1.3611
O 0.7504 2.0520 -8.4036
O -1.0450 3.3019 8.0548
O 7.3467 -1.4004 -8.6948
O -0.5648 0.6396 -9.5712
O -7.1512 -2.1163 7.1537
O -2.0609 -6.2769 3.6605
O -0.3117 2.4326 10.0025
O 5.9529 -1.8311 -6.9745
C 6.2404 -1.4815 -9.6073
C -0.4930 4.8405 9.7592
C -2.9057 5.2391 0.3657
C -5.5056 -4.2126 7.3428
C 0.0780 0.9450 -1.0850
C 4.9906 5.0934 0.9081
C -1.8812 4.9872 2.4771
C 3.5900 3.2002 1.0630
C 0.4881 0.9020 -9.0540
C -5.3661 -0.5194 7.5435
C 7.0547 -1.6021 -7.3940
C 8.3231 -1.5382 -6.5475
C 2.2216 -2.2550 -1.6880
C -1.1508 1.9771 7.5066
C 1.7252 0.0083 -9.0733
C -5.6804 -4.5937 5.8862
C -0.4820 0.5149 -2.5149
C -1.0114 -7.7875 1.1024
C -2.8646 5.6577 3.4168
C -0.3220 3.0058 -8.3531
C -2.4302 1.3041 7.9642
C -5.9846 -1.9010 7.3490
C -3.5747 4.4736 -0.7728
C -3.0246 -6.8688 3.2493
C 2.1601 -1.0627 -2.7547
C 5.4666 5.0492 -0.5310
C 5.4490 -0.1883 -9.6107
C 2.1403 2.7563 1.2381
C 0.8679 -1.0604 -3.7058
C -2.1765 -6.8210 1.0452
C 0.8334 -2.6061 -0.9779
C -4.2181 -7.2968 4.0986
C -1.3124 2.6459 -7.2629
C -0.6044 3.3815 9.3248
H -1.7984 1.6909 -7.4695
H 0.1302 3.9755 -8.1324
H -4.7422 -4.8470 7.7987
H -1.3710 4.1744 2.9988
H -6.4277 -4.3593 7.9120
H 6.6634 -1.6555 -10.5994
H 0.9357 -2.7405 0.1607
H -2.4348 1.1595 9.0465
H 5.6067 -2.3409 -9.3725
H -0.8095 3.0925 -9.3281
H -2.3531 6.0371 4.3037
H -0.7884 1.1071 -0.3693
H -3.3729 6.4910 2.9281
H 4.9314 6.1313 1.2434
H -2.5437 0.3363 7.4879
H 0.7117 1.8914 -1.1797
H -6.4559 -3.9903 5.4103
H -0.8028 2.5423 -6.3017
H -0.0099 -1.8608 -1.1874
H 5.5581 4.0210 -0.8856
H 6.4383 5.5370 -0.6308
H -1.8546 -5.7948 1.2371
H -1.3536 -8.8121 0.9296
H 2.7526 -3.1661 -2.1455
H -2.6168 -6.8386 0.0464
H 2.9316 -1.8985 -0.8480
H 0.1146 -1.8876 -3.4992
H 4.6591 -0.2228 -10.3594
H -0.5345 -7.7727 2.0849
H -3.2970 1.9239 7.7216
H -5.9550 -5.6430 5.7938
H 3.0711 -1.2065 -3.4494
H -2.0836 3.4137 -7.1737
H 1.2166 -1.2164 -4.7926
H -0.2622 -7.5325 0.3506
H -1.1109 5.6839 2.1354
H 2.3243 -0.0245 -2.2818
H 5.6839 4.5777 1.5780
H -3.6380 4.9511 3.7289
H -4.7555 -4.4191 5.3315
H -0.2695 1.3819 7.7601
H 4.7497 5.5501 -1.1866
H 0.7729 0.1581 -0.6180
H 4.9940 -0.0008 -8.6367
H 6.1041 0.6604 -9.8254
H -1.1629 2.0868 6.4198
```

Computed properties:
Spin multiplicity: 1
Net charge: -1
Orbital gap: 6.69 eV



Entry 4:
Molecular formula: C34H47AsFMnN3O7
Method: DFT, ωB97M-V with the def2-TZVPD basis set

The geometry in XYZ format:
```
94
C34H47AsFMnN3O7, DFT ωB97M-V with the def2-TZVPD basis set
As -2.0946 1.0171 2.4771
Mn -2.2108 -1.1785 1.2718
F 4.4859 -1.7137 -0.2296
O -0.3299 -0.7792 0.3954
O -4.4840 -1.5872 1.5056
O -2.9390 -0.2990 -0.3030
O -2.5870 -3.1484 0.3374
O -0.5451 -2.6782 2.1658
O -2.8537 -2.5157 3.3030
O -3.2240 1.0478 -2.0473
N 0.6411 0.7998 -3.2513
N 7.8838 -0.8517 -3.6952
N 5.2536 -0.5632 -2.6878
C -3.5775 4.4486 2.3443
C 5.4840 -1.3290 -3.8984
C -2.5031 3.8128 1.7272
C -3.4489 5.7354 2.8452
C -1.7627 -2.4575 4.2027
C -1.0468 0.2627 -1.6241
C 6.3649 -0.6631 -1.7638
C 1.2816 -0.3709 -1.2510
C 3.5538 -1.0661 -0.9600
C -4.8230 -2.2882 0.3024
C 0.9515 1.3896 -4.5383
C 2.2769 -0.9843 -0.4845
C 6.7024 -0.7933 -4.6268
C 7.6136 -0.0989 -2.4182
C -3.9615 -3.5270 0.1752
C -5.0656 -2.1430 2.6835
C 1.7882 2.6372 -4.5761
C -3.0943 1.5379 4.0619
C -1.2983 4.5031 1.6121
C -0.6286 0.7977 -2.8089
C -2.2411 6.4082 2.7345
C 1.6243 0.1784 -2.4950
C 0.3249 2.7022 -4.8913
C -0.3175 1.5807 3.0203
C 3.9280 -0.5137 -2.1944
C -2.6395 2.4160 1.2074
C -0.0938 -0.3247 -0.7470
C -0.4228 -3.6757 1.1549
C -0.6253 -3.1706 3.5034
C -1.7766 -4.2338 0.7861
C -1.1666 5.7903 2.1109
C -4.0722 -2.0015 3.8101
C -2.5273 0.3549 -1.3265
C 2.9487 0.1057 -2.9472
H 0.0167 0.9552 3.8480
H -3.6704 2.1782 0.9399
H -2.1411 7.4131 3.1209
H -2.0428 2.2641 0.3074
H 6.1648 -0.0734 -0.8703
H -5.8829 -2.5503 0.2953
H 8.7188 -0.4850 -4.1544
H -3.9446 -0.9544 4.1020
H 6.5540 -1.6957 -1.4362
H 6.9439 -1.3756 -5.5140
H -0.2262 6.3153 2.0074
H 0.0177 2.8386 -5.9173
H -2.0030 -2.9589 5.1454
H -4.5301 3.9365 2.4182
H -4.4025 -2.5714 4.6840
H 0.0121 -3.1689 0.2935
H 0.3725 1.4529 2.1870
H -4.1078 -3.9966 -0.8009
H 0.3201 -2.9758 4.0155
H -1.3669 1.2644 -3.4474
H 0.2533 -4.4723 1.4741
H 3.2203 0.5683 -3.8843
H -4.2963 6.2166 3.3147
H -0.4588 4.0309 1.1130
H 8.0808 -1.8303 -3.4682
H -4.2040 -4.2625 0.9491
H 2.1033 3.0437 -3.6247
H -2.2577 -4.7017 1.6518
H -5.9921 -1.6139 2.9206
H 6.5734 0.2548 -4.8924
H 8.4886 -0.2055 -1.7798
H -4.1617 1.3749 3.9164
H -2.9191 2.5985 4.2384
H 1.0761 0.6591 -5.3288
H 2.0221 -1.4104 0.4768
H -4.6205 -1.5901 -0.5039
H -5.3023 -3.1982 2.5285
H -0.3193 3.1702 -4.1607
H 5.6315 -2.3996 -3.6762
H -0.3294 2.6232 3.3357
H -0.8041 -4.2481 3.5010
H -1.5075 -1.4122 4.4186
H 7.4816 0.9455 -2.6957
H -2.7551 0.9731 4.9298
H -1.6766 -4.9831 -0.0055
H 2.5001 2.7453 -5.3823
H 4.6252 -1.2582 -4.5629
```

Computed properties:
Energy relative to the best compared isomer or geometry (same formula, charge and spin): 12.0 kJ/mol
Spin multiplicity: 2
Net charge: +2
<S²>: 1.111
Orbital gap (alpha / beta): 7.46 / 7.39 eV



Entry 5:
Molecular formula: C34H47F3O12
Method: DFT, ωB97M-V with the def2-TZVPD basis set

The geometry in XYZ format:
```
96
C34H47F3O12, DFT ωB97M-V with the def2-TZVPD basis set
F 1.0171 -1.4887 -2.9418
F 0.7443 -10.0443 -2.2761
F 3.8828 4.8140 -8.2950
O 0.1465 0.5224 8.4761
O -5.9700 4.7890 7.3332
O -0.8510 1.4343 10.3951
O -4.2672 5.2541 5.9093
O 5.1906 -5.8237 2.2596
O -2.4944 0.3368 -10.0315
O -5.1994 6.8570 7.0081
O 0.8687 2.4874 9.4492
O 5.0779 -6.1428 4.5523
O 5.3156 -7.8554 3.2873
O -1.8370 -0.8997 -11.7239
O -2.7539 1.1877 -12.1723
C -2.5677 -9.1584 -0.0100
C 2.3678 1.8479 -1.0173
C 4.7971 -4.8222 4.9096
C 5.2198 -6.5231 3.2782
C -5.2174 5.5822 6.7549
C -1.5210 -8.2281 -0.1167
C -0.2251 -9.7652 -1.4029
C -5.5093 7.5976 9.2921
C 2.6265 5.7755 -10.0800
C 1.5876 -0.4056 -0.9175
C -3.1642 1.2281 11.2792
C -6.1060 7.5391 7.8477
C 1.8432 8.1080 -9.8117
C 0.0815 1.3711 9.4121
C 1.3486 -0.3807 -2.2588
C 1.8825 6.8762 -10.5608
C 2.5845 8.1802 -8.5927
C 5.1248 -4.7535 6.4779
C -2.6271 1.6081 -9.4281
C -1.7935 -1.3023 -13.0979
C -2.0947 0.6501 10.3041
C 3.3763 5.9356 -8.8862
C 2.1995 1.8907 -2.3941
C 3.4399 7.1636 -8.2494
C -2.3226 0.3477 -11.3611
C -4.0004 3.9164 5.4713
C -0.5698 -0.7172 -13.7980
C 5.6530 -8.5327 2.1193
C -2.3402 -10.4538 -0.6100
C 1.5954 0.7865 -3.0061
C 2.0309 0.6983 -0.2365
C -0.3383 -8.4708 -0.8244
C -1.2320 -10.7541 -1.2356
C 2.0053 2.6045 8.5440
H 2.9683 2.2227 8.8831
H 2.0830 3.6806 8.3886
H -5.2798 6.6419 9.7634
H 4.7579 -9.1134 1.8963
H 4.2523 -4.9626 7.0968
H -1.5307 -7.2382 0.3152
H -0.7113 0.3557 -13.9281
H 1.5130 0.6431 -4.0733
H -3.3601 2.2416 -9.9275
H 2.7250 2.7123 -0.4773
H 2.6496 4.8151 -10.5735
H -2.9772 3.5721 5.6218
H 0.4645 -7.7536 -0.9113
H -2.4845 0.6289 9.2864
H 3.7520 -4.6386 4.6603
H 5.4780 -3.7375 6.6541
H -3.4869 2.2106 10.9349
H 0.3820 -0.8616 -13.2868
H -1.8316 -0.3696 10.5853
H -1.6719 2.1289 -9.4944
H -2.9114 1.6388 -8.3763
H -2.7755 1.4407 12.2751
H -1.1875 -11.6999 -1.7551
H 6.3535 -9.3582 2.2454
H 1.4948 6.7637 -11.5625
H -1.5453 -2.3605 -13.0160
H -3.5053 -8.7911 0.3805
H -2.7179 -1.0285 -13.6064
H -3.1712 -11.1416 -0.5571
H -7.0864 7.0896 8.0058
H -6.1674 8.1693 9.9466
H 1.2810 8.9468 -10.1948
H 5.9867 -5.3775 6.7143
H 5.8590 -7.9746 1.2060
H 3.9463 7.2758 -7.3021
H 5.3771 -4.1079 4.3253
H -0.6195 -1.3044 -14.7150
H 1.8096 2.0586 7.6210
H -4.5558 8.1244 9.3283
H 2.3508 2.8012 -2.9548
H -6.1608 8.5443 7.4298
H -4.1392 0.7536 11.3911
H -4.6549 3.1388 5.8651
H 1.4639 -1.3012 -0.3268
H 2.6067 9.1023 -8.0309
H -4.0606 3.8947 4.3832
H 2.0320 0.6564 0.8427
```

Computed properties:
SMILES: CCOC(=O)OC.CCOC(=O)OC.CCOC(=O)OC.CCOC(=O)OC.Fc1ccccc1.Fc1ccccc1.Fc1ccccc1
Spin multiplicity: 1
Orbital gap: 9.43 eV



The following E values (in eV) correspond, in order, to the records above: -67109.783, -103156.765, -142810.486, -149685.700, -68739.167.